[1]
{
  "formula": "C40H70F2N4O8",
  "method": "wB97M-V/def2-TZVPD",
  "elements": ["F", "C", "C", "C", "C", "C", "C", "H", "H", "H", "H", "H", "F", "C", "C", "C", "C", "C", "C", "H", "H", "H", "H", "H", "C", "N", "C", "C", "O", "H", "H", "H", "H", "H", "H", "H", "C", "N", "C", "C", "O", "H", "H", "H", "H", "H", "H", "H", "C", "N", "C", "C", "O", "H", "H", "H", "H", "H", "H", "H", "C", "N", "C", "C", "O", "H", "H", "H", "H", "H", "H", "H", "C", "C", "C", "O", "C", "H", "H", "H", "H", "H", "H", "H", "H", "C", "C", "C", "O", "C", "H", "H", "H", "H", "H", "H", "H", "H", "C", "C", "C", "O", "C", "H", "H", "H", "H", "H", "H", "H", "H", "C", "C", "C", "O", "C", "H", "H", "H", "H", "H", "H", "H", "H"],
  "coordinates": [[11.214, 7.423, 17.695], [11.688, 8.691, 17.813], [10.835, 9.708, 17.499], [11.276, 10.976, 17.798], [12.615, 11.210, 18.216], [13.480, 10.139, 18.426], [12.998, 8.866, 18.203], [9.813, 9.489, 17.190], [10.539, 11.783, 17.678], [13.024, 12.149, 18.412], [14.538, 10.259, 18.732], [13.564, 8.022, 18.431], [14.457, 14.787, 19.498], [15.131, 13.854, 18.812], [15.926, 12.964, 19.532], [16.622, 12.050, 18.734], [16.575, 12.070, 17.366], [15.763, 12.947, 16.687], [15.002, 13.868, 17.388], [16.043, 12.986, 20.640], [17.297, 11.328, 19.227], [17.117, 11.298, 16.857], [15.655, 13.037, 15.627], [14.277, 14.493, 16.874], [11.980, 13.814, 12.351], [12.089, 14.963, 11.482], [11.479, 16.242, 11.953], [12.571, 14.848, 10.277], [13.266, 13.887, 9.916], [12.372, 14.100, 13.356], [12.561, 12.980, 11.846], [10.898, 13.616, 12.502], [11.718, 16.491, 13.016], [11.928, 17.018, 11.324], [10.365, 16.211, 11.947], [12.388, 15.708, 9.561], [16.367, 14.337, 8.988], [16.236, 12.902, 8.814], [17.059, 11.979, 9.562], [15.167, 12.454, 8.106], [14.832, 11.320, 8.031], [15.977, 14.700, 8.094], [17.390, 14.698, 9.089], [15.680, 14.707, 9.791], [17.467, 11.189, 8.917], [17.914, 12.482, 9.863], [16.486, 11.484, 10.399], [14.560, 13.259, 7.623], [16.714, 15.517, 12.461], [15.863, 16.077, 13.381], [16.184, 17.381, 13.916], [14.799, 15.411, 13.967], [14.132, 15.899, 14.825], [16.639, 15.987, 11.461], [16.449, 14.500, 12.424], [17.760, 15.683, 12.820], [15.787, 17.500, 14.887], [17.242, 17.423, 13.966], [15.767, 18.127, 13.243], [14.640, 14.449, 13.520], [12.810, 9.706, 12.656], [13.551, 10.693, 13.415], [12.983, 11.018, 14.698], [14.596, 11.273, 12.898], [15.229, 12.150, 13.507], [11.974, 10.168, 12.182], [12.428, 8.945, 13.337], [13.429, 9.099, 12.018], [13.455, 11.883, 15.205], [11.936, 11.191, 14.493], [13.046, 10.213, 15.462], [14.879, 10.976, 11.916], [11.090, 15.889, 15.967], [11.091, 14.427, 16.280], [9.989, 13.833, 15.311], [9.770, 14.798, 14.372], [9.839, 16.034, 15.001], [12.045, 16.162, 15.472], [10.971, 16.526, 16.823], [10.978, 14.101, 17.328], [12.081, 13.986, 16.015], [9.103, 13.755, 15.978], [10.207, 12.840, 14.870], [8.953, 16.254, 15.570], [9.986, 16.810, 14.222], [14.192, 7.609, 8.894], [13.909, 6.341, 8.165], [13.543, 5.465, 9.342], [14.569, 5.690, 10.388], [14.906, 7.097, 10.160], [13.237, 8.075, 9.123], [14.835, 8.328, 8.272], [14.842, 6.133, 7.686], [13.173, 6.447, 7.386], [13.636, 4.401, 9.098], [12.512, 5.820, 9.687], [15.992, 7.267, 10.064], [14.599, 7.627, 11.051], [8.216, 8.423, 12.655], [8.141, 9.652, 11.760], [8.527, 10.739, 12.715], [9.618, 10.152, 13.463], [9.469, 8.721, 13.505], [8.223, 7.527, 12.069], [7.314, 8.459, 13.280], [7.112, 9.829, 11.344], [8.744, 9.644, 10.827], [7.659, 10.908, 13.304], [8.829, 11.566, 12.103], [9.374, 8.359, 14.479], [10.461, 8.364, 13.117], [16.338, 9.316, 15.197], [16.694, 8.551, 16.464], [16.121, 7.136, 16.152], [15.210, 7.405, 15.060], [15.815, 8.333, 14.138], [17.261, 9.870, 14.978], [15.549, 9.913, 15.473], [16.251, 9.102, 17.267], [17.790, 8.481, 16.736], [15.634, 6.599, 16.992], [16.894, 6.440, 15.778], [15.136, 8.788, 13.424], [16.540, 7.885, 13.540]],
  "forces_ev_per_a": [[0.201, 0.076, -0.041], [0.290, -1.135, -0.444], [-0.590, 0.064, 0.576], [0.745, 1.300, -0.079], [-1.000, -1.445, -0.199], [0.117, 0.112, -0.346], [-0.930, 0.538, 0.164], [0.313, 0.129, 0.028], [0.681, -0.112, 0.043], [0.050, 1.629, 0.166], [-0.889, 0.198, -0.159], [0.958, -1.365, 0.175], [-0.403, 0.299, 0.269], [0.068, 0.027, -0.912], [-0.045, 0.157, -0.486], [0.798, -0.234, 1.473], [0.099, -0.785, -0.278], [-0.785, 1.238, 0.126], [0.191, -0.578, 1.986], [-0.324, 0.112, -1.130], [-0.475, 0.360, -0.275], [0.320, -0.028, -0.418], [0.319, -0.679, -0.614], [0.316, 0.228, 0.284], [0.322, -0.500, 0.338], [-1.683, 1.724, 2.324], [0.018, -0.499, 0.134], [2.020, -0.514, -2.356], [-0.790, 0.650, -0.198], [-0.042, -0.513, -0.668], [-0.882, 0.906, 0.955], [0.650, -0.299, -0.174], [0.384, -0.617, -0.822], [-0.594, 0.066, 0.127], [0.705, 0.034, -0.455], [0.067, -0.547, 0.823], [-0.690, -0.505, 1.359], [0.353, 0.163, -0.068], [-1.702, -1.650, -0.383], [0.016, 2.232, 0.235], [-0.456, -2.636, -0.198], [-0.544, 1.273, -1.527], [-0.004, -0.298, 0.185], [0.850, -0.226, -0.332], [-0.540, -0.023, -0.022], [1.379, 1.096, 1.178], [0.767, 0.602, -0.650], [0.542, -0.153, 0.200], [2.020, 0.587, -1.259], [-2.768, 0.840, 2.922], [-0.459, -0.406, -1.266], [2.502, 0.607, -2.301], [-1.557, 0.607, 1.747], [0.018, -0.233, 0.265], [0.185, -1.614, -0.544], [-0.483, -0.564, -0.444], [-0.572, 0.106, 0.971], [1.108, 0.496, -0.021], [0.226, 0.456, 0.089], [-0.146, -0.996, -0.189], [0.052, -0.733, 1.021], [-0.966, -1.547, 0.133], [0.124, 0.345, 1.156], [1.446, 2.321, 1.687], [0.079, -0.266, -0.692], [-0.611, 0.155, -0.696], [-0.122, 0.197, 0.316], [0.372, 0.385, -0.738], [-0.211, -0.273, -0.803], [-0.483, 0.258, 0.370], [0.088, -0.011, -0.764], [0.142, -0.527, -1.111], [-0.403, 0.994, -1.050], [1.187, -2.258, -0.546], [0.204, -0.817, 2.736], [-0.482, 0.217, -1.896], [2.061, 0.920, 0.127], [-0.779, -0.040, 0.160], [-0.051, 0.285, 0.496], [-0.451, 0.477, -0.340], [-0.517, 0.293, -0.017], [-0.062, -0.366, -0.470], [-0.039, 0.667, 0.084], [-0.645, 0.045, 0.325], [-0.229, -0.381, 0.545], [0.804, 1.617, -0.283], [0.396, 0.195, 0.246], [0.203, -0.732, 0.447], [-1.062, 1.460, -2.224], [0.439, 0.195, 0.385], [0.074, 0.422, 0.231], [-1.002, -0.834, 1.127], [0.575, -1.152, -0.311], [-0.576, -0.108, -0.108], [-0.652, 0.142, 0.304], [1.207, -0.907, -0.134], [-0.247, -0.588, 0.056], [-0.125, 0.329, 0.269], [0.279, 0.712, -0.205], [-1.388, -0.120, -1.632], [0.936, -1.534, -0.872], [-0.571, 0.942, 0.263], [0.854, 0.517, -2.326], [0.161, -0.718, 0.013], [0.253, -0.318, 0.067], [0.636, -0.224, 0.593], [0.250, -0.289, 0.827], [-0.505, 0.752, 1.013], [0.483, 0.936, 0.503], [-0.212, -0.333, 1.807], [-1.203, -0.290, 0.008], [3.024, -0.490, -0.973], [1.190, -1.663, 0.036], [-0.048, 0.590, -0.541], [-0.915, -1.146, -0.342], [-0.176, 0.657, 2.911], [-0.678, 0.406, -0.711], [-1.666, 1.937, 0.210], [-0.567, -0.255, 0.847], [-0.997, 0.151, -0.665], [-0.240, 0.577, -0.670], [0.051, 0.394, 0.141], [-0.623, -0.231, 0.546], [1.687, -1.093, -0.764]],
  "total_charge": 0,
  "max_force_ev_per_a": 4.11,
  "de_lowest_kj_mol": 6.59,
  "smiles": "Fc1ccccc1.Fc1ccccc1.CN(C)C=O.CN(C)C=O.CN(C)C=O.CN(C)C=O.C1CCOC1.C1CCOC1.C1CCOC1.C1CCOC1",
  "e_tot_ha": -2586.651993,
  "gap_ev": 9.508
}


[2]
{
  "formula": "C40H72BI2N8P2V",
  "method": "wB97M-V/def2-TZVPD",
  "elements": ["V", "C", "C", "C", "C", "P", "C", "N", "B", "N", "C", "P", "C", "C", "C", "C", "C", "C", "C", "C", "C", "C", "C", "C", "C", "C", "C", "C", "C", "C", "H", "H", "H", "H", "H", "H", "H", "H", "H", "H", "H", "H", "H", "H", "H", "H", "H", "H", "H", "H", "H", "H", "H", "H", "H", "H", "H", "H", "H", "H", "H", "H", "H", "H", "H", "H", "H", "H", "H", "H", "H", "H", "H", "H", "C", "N", "C", "C", "N", "C", "C", "C", "C", "C", "C", "N", "C", "N", "C", "C", "N", "C", "C", "N", "C", "C", "H", "H", "H", "H", "H", "H", "H", "H", "H", "H", "H", "H", "H", "H", "H", "H", "H", "H", "H", "H", "H", "H", "H", "H", "H", "H", "H", "H", "I", "I"],
  "coordinates": [[-0.058, -0.547, -0.372], [-0.557, 4.080, 3.847], [-1.309, 3.310, 2.759], [-1.624, 1.917, 3.318], [-2.645, 3.999, 2.460], [-0.363, 3.061, 1.150], [1.334, 2.633, 1.749], [1.393, 1.218, 2.079], [0.904, 0.098, 1.367], [1.237, -1.081, 2.131], [1.069, -2.489, 1.847], [-0.420, -2.759, 0.806], [-0.096, -4.361, -0.086], [0.581, -5.390, 0.832], [-1.395, -4.938, -0.653], [0.852, -4.034, -1.241], [-1.876, -2.850, 1.960], [-1.844, -4.093, 2.856], [-1.822, -1.616, 2.868], [-3.167, -2.836, 1.124], [1.899, -0.649, 3.289], [2.412, -1.388, 4.348], [3.021, -0.692, 5.377], [3.124, 0.701, 5.342], [2.622, 1.437, 4.283], [1.999, 0.745, 3.249], [-0.081, 4.723, 0.327], [0.238, 5.899, 1.250], [-1.336, 5.044, -0.498], [1.100, 4.547, -0.640], [-1.245, 4.299, 4.666], [0.251, 3.482, 4.272], [-0.145, 5.028, 3.506], [-2.139, 2.024, 4.275], [-2.288, 1.361, 2.653], [-0.723, 1.328, 3.498], [-3.285, 3.929, 3.341], [-2.529, 5.056, 2.230], [-3.177, 3.527, 1.630], [2.054, 2.856, 0.961], [1.618, 3.217, 2.622], [1.940, -2.899, 1.324], [0.959, -3.057, 2.775], [0.018, -5.596, 1.740], [0.662, -6.328, 0.280], [1.592, -5.094, 1.111], [-2.028, -5.369, 0.119], [-1.974, -4.201, -1.210], [-1.140, -5.740, -1.348], [0.342, -3.482, -2.033], [1.223, -4.964, -1.676], [1.722, -3.463, -0.907], [-0.938, -4.147, 3.461], [-2.684, -4.025, 3.550], [-1.958, -5.022, 2.303], [-0.973, -1.645, 3.551], [-1.771, -0.676, 2.317], [-2.731, -1.594, 3.470], [-3.425, -3.826, 0.754], [-3.991, -2.492, 1.749], [-3.103, -2.168, 0.260], [2.352, -2.468, 4.379], [3.431, -1.234, 6.217], [3.611, 1.216, 6.158], [2.726, 2.512, 4.272], [-0.584, 6.150, 1.917], [1.131, 5.717, 1.850], [0.436, 6.782, 0.637], [-2.204, 5.247, 0.125], [-1.152, 5.933, -1.103], [-1.586, 4.223, -1.174], [2.059, 4.641, -0.131], [1.075, 3.585, -1.156], [1.063, 5.331, -1.398], [1.691, -1.737, -3.863], [2.794, -1.661, -2.908], [4.113, -1.927, -3.498], [2.638, -1.182, -1.682], [1.505, -0.418, -1.405], [1.331, 0.761, -2.199], [2.408, 1.475, -2.722], [2.173, 2.578, -3.519], [0.865, 3.009, -3.740], [-0.203, 2.340, -3.176], [0.016, 1.181, -2.431], [-0.990, 0.372, -1.846], [-2.257, 0.331, -2.338], [-3.253, 0.102, -1.470], [-3.130, 0.532, -0.084], [-4.520, -0.517, -1.870], [-2.525, 0.486, -3.638], [-3.749, 1.139, -4.111], [-1.605, 0.107, -4.700], [3.514, -1.417, -0.706], [4.383, -2.597, -0.681], [3.825, -0.419, 0.322], [1.702, -0.868, -4.523], [0.742, -1.789, -3.336], [1.816, -2.641, -4.457], [4.128, -1.461, -4.483], [4.291, -2.996, -3.611], [4.895, -1.479, -2.894], [3.424, 1.158, -2.515], [3.003, 3.119, -3.950], [0.683, 3.888, -4.342], [-1.210, 2.705, -3.327], [-2.885, 1.592, -0.018], [-2.357, -0.015, 0.474], [-4.071, 0.333, 0.423], [-4.394, -1.025, -2.822], [-5.324, 0.216, -1.945], [-4.792, -1.255, -1.117], [-4.253, 1.640, -3.291], [-4.424, 0.428, -4.586], [-3.458, 1.887, -4.850], [-0.843, -0.563, -4.317], [-1.132, 0.980, -5.153], [-2.176, -0.423, -5.461], [3.997, -3.365, -1.344], [4.389, -2.978, 0.341], [5.409, -2.353, -0.956], [3.179, 0.447, 0.220], [4.863, -0.110, 0.193], [3.707, -0.851, 1.315], [-2.235, -3.519, -4.201], [-3.381, -4.885, -6.170]],
  "forces_ev_per_a": [[-0.439, 0.314, -0.078], [0.100, 0.044, 0.001], [-0.024, -0.034, 0.045], [0.018, -0.019, -0.005], [0.020, 0.035, -0.016], [-0.062, -0.001, 0.022], [0.066, 0.007, -0.039], [0.080, -0.048, -0.021], [0.177, 0.004, 0.536], [-0.063, 0.083, -0.067], [0.023, -0.074, 0.093], [0.064, -0.194, -0.057], [0.016, -0.027, 0.055], [0.006, 0.027, 0.013], [0.008, -0.017, -0.003], [0.038, 0.022, -0.063], [0.014, -0.016, 0.028], [-0.042, 0.023, 0.007], [0.038, 0.023, -0.006], [-0.025, 0.002, -0.032], [0.046, -0.071, 0.010], [-0.006, 0.011, -0.006], [0.003, 0.016, -0.009], [0.001, -0.026, 0.006], [-0.032, -0.002, -0.021], [0.028, 0.041, 0.027], [-0.001, 0.015, -0.065], [-0.002, 0.033, -0.019], [0.000, -0.016, 0.014], [0.008, -0.012, 0.000], [-0.027, -0.019, 0.022], [0.024, -0.002, 0.014], [-0.052, -0.130, 0.107], [-0.029, 0.018, 0.015], [-0.021, -0.014, -0.067], [-0.028, -0.023, 0.011], [-0.008, 0.004, 0.028], [0.026, 0.034, 0.003], [-0.011, -0.028, -0.043], [-0.025, 0.018, 0.020], [-0.024, 0.013, -0.014], [-0.011, -0.007, 0.026], [-0.003, 0.027, -0.015], [-0.001, 0.008, -0.018], [0.007, -0.019, -0.009], [0.020, 0.011, 0.015], [0.002, -0.008, 0.031], [-0.008, 0.016, 0.002], [0.004, -0.017, -0.013], [-0.021, 0.031, 0.013], [-0.030, -0.027, -0.023], [0.005, -0.020, 0.032], [0.015, -0.006, -0.001], [-0.010, -0.002, 0.001], [-0.010, -0.010, -0.036], [0.017, 0.011, 0.007], [0.005, -0.005, 0.014], [-0.015, 0.000, 0.024], [0.000, 0.020, -0.002], [-0.026, -0.018, 0.024], [-0.001, 0.008, 0.012], [0.000, -0.012, 0.004], [0.009, -0.013, 0.020], [0.015, 0.012, 0.020], [0.001, 0.016, -0.003], [-0.030, 0.026, -0.064], [0.002, 0.002, 0.009], [0.010, 0.007, -0.029], [-0.007, -0.014, -0.008], [0.003, 0.032, -0.017], [0.001, -0.037, -0.046], [0.012, 0.007, 0.012], [-0.015, -0.026, 0.009], [0.000, 0.017, -0.015], [-0.028, 0.000, 0.031], [0.024, 0.016, 0.086], [-0.008, 0.025, -0.014], [0.043, -0.021, 0.065], [0.068, -0.045, -0.199], [0.120, -0.130, -0.018], [-0.028, 0.083, -0.003], [0.001, -0.028, 0.036], [-0.038, -0.012, 0.015], [0.046, 0.063, 0.052], [-0.121, -0.088, -0.059], [-0.018, 0.015, -0.258], [0.062, 0.006, -0.072], [-0.019, -0.017, -0.078], [0.072, 0.135, 0.108], [0.001, -0.054, 0.018], [-0.050, -0.041, 0.128], [0.010, 0.026, 0.001], [0.063, 0.009, -0.079], [-0.039, -0.038, -0.130], [-0.018, -0.004, 0.014], [-0.012, 0.006, -0.001], [-0.005, -0.004, -0.010], [0.006, 0.025, -0.033], [-0.017, 0.000, -0.007], [0.015, -0.010, -0.007], [0.016, 0.007, -0.013], [0.010, 0.003, -0.030], [0.019, -0.004, -0.008], [0.023, 0.021, -0.016], [0.003, 0.028, -0.021], [-0.022, 0.008, 0.003], [-0.003, -0.012, 0.017], [-0.046, -0.049, -0.019], [0.015, 0.048, 0.008], [-0.015, -0.024, 0.038], [-0.012, -0.021, 0.008], [-0.010, -0.006, -0.010], [-0.004, 0.025, -0.026], [-0.014, 0.004, -0.013], [-0.017, 0.009, 0.000], [0.038, 0.012, 0.005], [-0.020, 0.011, 0.010], [0.020, -0.014, -0.012], [0.026, -0.010, 0.020], [0.006, -0.004, 0.002], [0.000, -0.012, 0.010], [0.023, 0.004, -0.002], [0.010, 0.010, 0.022], [0.011, 0.016, 0.007], [-0.027, -0.020, 0.000], [0.015, 0.029, 0.017]],
  "s_squared": 0.820,
  "total_charge": 3,
  "multiplicity": 2,
  "max_force_ev_per_a": 0.56,
  "e_tot_ha": -4251.582429,
  "gap_ev": [5.442, 6.208]
}